Computed, not measured: C30H40N3OP2W as an isolated structure, with wB97M-V/def2-TZVPD.

Geometry as XYZ:
```
77
Properties=species:S:1:pos:R:3:forces:R:3
W -0.026313 1.529189 -0.591494 0.138 -0.144 0.157
C 2.610405 0.284571 1.503319 -0.034 0.029 0.016
P 1.725785 -0.136912 -0.021217 -0.004 -0.077 -0.059
C 0.867667 -1.692986 0.388706 -0.017 0.038 -0.009
N 1.603012 -2.679967 0.845300 0.052 -0.017 0.011
C 0.972891 -3.804123 1.243270 -0.062 0.014 -0.008
C 1.722182 -4.903175 1.721580 0.022 0.003 -0.009
C 1.066517 -6.020521 2.142849 -0.002 -0.007 0.010
C -0.353770 -6.094632 2.118486 0.005 -0.008 0.003
C -1.106230 -5.052142 1.668723 -0.021 0.005 -0.014
C -0.457845 -3.881717 1.211016 0.052 0.026 0.008
N -1.186551 -2.844190 0.751680 -0.025 -0.032 0.004
C -0.541195 -1.782314 0.326045 -0.032 0.023 -0.010
P -1.543804 -0.408638 -0.332799 0.010 -0.002 0.017
C -2.948913 -0.198816 0.785770 -0.027 0.017 -0.025
C -2.259906 -0.923234 -1.974187 -0.012 -0.030 0.011
C -3.064769 -2.215994 -1.811398 -0.002 0.004 0.014
C -3.174151 0.193085 -2.488924 -0.005 0.020 0.012
C -1.095136 -1.134187 -2.935165 0.040 0.028 -0.073
C 3.020586 -0.394421 -1.332605 -0.058 0.075 0.010
C 3.485581 0.995587 -1.784040 0.011 0.006 0.004
C 4.197779 -1.176036 -0.738489 0.022 -0.008 -0.007
C 2.426166 -1.163408 -2.509414 0.010 -0.033 -0.023
H 3.243384 1.157944 1.346748 0.000 -0.001 0.000
H 3.224000 -0.571042 1.784568 -0.002 -0.010 -0.009
H 1.897707 0.489318 2.300029 0.009 0.001 0.007
H 2.800804 -4.827143 1.739367 -0.002 -0.008 0.004
H 1.627944 -6.870025 2.507918 0.001 0.001 -0.002
H -0.836075 -6.998818 2.464787 -0.001 0.001 0.000
H -2.186677 -5.090496 1.640519 0.003 -0.009 0.004
H -3.315124 -1.187316 1.065727 0.020 -0.013 -0.008
H -3.735788 0.346334 0.266726 -0.012 0.000 0.023
H -2.675618 0.352915 1.680511 0.012 0.000 -0.005
H -3.894940 -2.099827 -1.114679 0.002 -0.004 -0.003
H -2.448048 -3.049103 -1.480758 0.004 0.000 -0.001
H -3.489065 -2.474707 -2.783862 0.009 0.010 -0.004
H -4.061798 0.325339 -1.872071 -0.003 -0.001 -0.004
H -3.517475 -0.078769 -3.488454 -0.002 0.001 0.000
H -2.659053 1.154605 -2.567507 0.005 -0.008 0.002
H -0.418736 -1.920244 -2.598362 0.015 0.009 0.022
H -0.523033 -0.207472 -3.074505 -0.005 -0.058 -0.039
H -1.472498 -1.426969 -3.916751 -0.025 -0.004 0.015
H 3.878338 1.596587 -0.961464 0.004 -0.010 0.004
H 2.685651 1.558314 -2.277691 -0.009 -0.019 -0.008
H 4.292791 0.876594 -2.508728 0.001 0.003 0.004
H 4.725364 -0.611241 0.028954 -0.001 0.001 0.003
H 4.909077 -1.367181 -1.544297 -0.005 -0.008 0.004
H 3.886925 -2.134934 -0.326381 0.001 0.000 0.003
H 1.618823 -0.617037 -2.999827 0.000 0.025 0.013
H 2.058021 -2.146560 -2.212079 0.005 0.001 -0.001
H 3.210042 -1.317790 -3.252747 -0.008 -0.009 0.002
C -1.017950 2.050188 5.361677 0.006 -0.014 -0.010
C -1.048973 0.867676 4.607065 -0.007 0.002 0.013
C -0.753761 0.878879 3.260928 0.008 0.007 0.008
C -0.407678 2.080334 2.630093 -0.029 -0.020 0.013
C -0.085675 2.171387 1.236790 -0.020 0.107 0.059
C 0.452037 3.379923 0.723059 0.045 -0.055 -0.075
C 0.552903 4.539350 1.491237 -0.006 0.046 0.039
C 0.132243 4.473035 2.800443 0.003 -0.006 -0.004
C -0.326063 3.270822 3.400917 0.014 0.009 -0.025
C -0.654936 3.234560 4.770511 -0.011 0.011 0.006
H -1.263136 2.021328 6.414503 0.000 -0.002 -0.001
H -1.304747 -0.064962 5.092632 0.000 0.002 0.001
H -0.759950 -0.047643 2.699453 0.006 0.005 -0.007
H 0.923039 3.449347 -0.284738 -0.062 -0.010 0.013
H 0.963636 5.449194 1.078058 0.003 0.001 0.008
H 0.184986 5.362972 3.417451 0.001 0.000 -0.004
H -0.602672 4.146332 5.351879 -0.001 -0.002 -0.001
C -1.872573 4.188324 -2.720148 0.016 -0.003 -0.027
C -0.777079 3.285160 -3.162510 -0.057 0.017 0.044
N -0.267308 3.383844 -4.352996 0.012 -0.022 -0.025
O -0.297175 2.382442 -2.366970 -0.008 0.121 -0.109
H -1.430282 5.118021 -2.350080 0.008 -0.012 0.024
H -2.446646 3.728790 -1.919278 -0.006 -0.013 0.000
H -2.532844 4.444169 -3.547663 0.005 0.005 -0.001
H -0.620758 4.062074 -5.016424 0.002 -0.001 0.000
H 0.496417 2.788184 -4.648577 -0.003 0.003 -0.006
```
Positions in Å, forces in eV/Å.

Output
LUMO level (alpha / beta) = -10.28 / -10.32 eV
E = -2155.546746 Ha
charge = +3

Want to see where the charge sits? The Löwdin charges in e are: number 1, W, carries 1.29; number 2, C, carries -0.18; number 3, P, carries 0.95; number 4, C, carries -0.40; number 5, N, carries 0.16; number 6, C, carries -0.18; number 7, C, carries 0.01; number 8, C, carries -0.01; number 9, C, carries -0.01; number 10, C, carries 0.01; number 11, C, carries -0.18; number 12, N, carries 0.15; number 13, C, carries -0.41; number 14, P, carries 0.93; number 15, C, carries -0.18; number 16, C, carries -0.70; number 17, C, carries -0.06; number 18, C, carries -0.07; number 19, C, carries -0.09; number 20, C, carries -0.70; number 21, C, carries -0.09; number 22, C, carries -0.07; number 23, C, carries -0.08; number 24, H, carries 0.07; number 25, H, carries 0.07; number 26, H, carries 0.04; number 27, H, carries 0.13; number 28, H, carries 0.13; number 29, H, carries 0.13; number 30, H, carries 0.13; number 31, H, carries 0.07; number 32, H, carries 0.06; number 33, H, carries 0.03; number 34, H, carries 0.09; number 35, H, carries 0.08; number 36, H, carries 0.11; number 37, H, carries 0.09; number 38, H, carries 0.11; number 39, H, carries 0.05; number 40, H, carries 0.08; number 41, H, carries 0.05; number 42, H, carries 0.11; number 43, H, carries 0.09; number 44, H, carries 0.06; number 45, H, carries 0.11; number 46, H, carries 0.09; number 47, H, carries 0.11; number 48, H, carries 0.08; number 49, H, carries 0.06; number 50, H, carries 0.09; number 51, H, carries 0.11; number 52, C, carries 0.00; number 53, C, carries 0.00; number 54, C, carries -0.04; number 55, C, carries -0.17; number 56, C, carries -0.31; number 57, C, carries -0.16; number 58, C, carries -0.02; number 59, C, carries 0.07; number 60, C, carries -0.13; number 61, C, carries 0.03; number 62, H, carries 0.13; number 63, H, carries 0.13; number 64, H, carries 0.10; number 65, H, carries 0.10; number 66, H, carries 0.13; number 67, H, carries 0.15; number 68, H, carries 0.14; number 69, C, carries 0.05; number 70, C, carries -0.44; number 71, N, carries 0.29; number 72, O, carries -0.22; number 73, H, carries 0.12; number 74, H, carries 0.10; number 75, H, carries 0.12; number 76, H, carries 0.17; number 77, H, carries 0.16

Computed, not measured: C2H5ISi as an isolated structure, with wB97M-V/def2-TZVPD.

Geometry as XYZ:
```
9
Properties=species:S:1:pos:R:3:forces:R:3
C -0.304131 1.702430 -0.049438 -2.123 -0.106 -4.071
C 0.686969 -2.412509 0.097539 1.419 -0.887 -2.279
Si 0.558171 -0.514993 -0.053005 -1.098 0.435 -0.461
I 2.918854 0.133090 -0.033722 0.131 -0.038 0.093
H 0.282947 2.145323 -0.957033 -1.015 -0.862 1.724
H -0.007795 2.067854 0.852421 1.070 1.165 2.551
H -0.172192 -3.081989 -0.211955 0.933 0.792 0.853
H 1.716019 -2.779210 -0.339495 -1.888 0.275 1.407
H -1.475778 1.877931 -0.185501 2.571 -0.774 0.185
```
Positions in Å, forces in eV/Å.

Output
LUMO level (alpha / beta) = -0.55 / -2.18 eV
<S²> = 2.014
E = -666.206151 Ha
charge = 0
spin multiplicity = 3

Want to see where the charge sits? The Löwdin charges in e are: number 1, C, carries -0.30; number 2, C, carries -0.30; number 3, Si, carries 0.31; number 4, I, carries 0.36; number 5, H, carries 0.01; number 6, H, carries -0.10; number 7, H, carries -0.01; number 8, H, carries 0.00; number 9, H, carries 0.03

Computed, not measured: a 2-piece molecular cluster, C4H3NO3 overall, with wB97M-V/def2-TZVPD.

Geometry as XYZ:
```
11
Properties=species:S:1:pos:R:3:forces:R:3
C 0.110261 0.070036 1.522267 4.515 3.083 -5.345
C -0.102479 0.250814 -0.105346 -1.353 -1.031 3.382
C -0.737499 -0.515840 -1.118327 -0.297 -3.929 -1.663
C 0.667615 1.034039 -0.796746 1.668 1.895 -1.579
H -0.573739 -1.433798 2.800324 -1.373 3.546 -3.907
H -1.354668 -1.436201 -1.295715 0.066 1.015 1.716
H 1.242959 1.854095 -0.371240 0.278 -0.236 -0.863
N -0.175808 -0.363363 -2.291192 -1.031 1.495 0.952
O -0.881928 -0.649366 1.772692 -0.794 -5.788 7.077
O 1.184300 0.465286 1.996050 -3.555 -1.553 0.120
O 0.620984 0.724298 -2.112768 1.876 1.502 0.109
```
Positions in Å, forces in eV/Å.

Output
LUMO level = -0.86 eV
E = -434.544448 Ha
charge = 0

Want to see where the charge sits? The Löwdin charges in e are: number 1, C, carries -0.53; number 2, C, carries -0.11; number 3, C, carries -0.10; number 4, C, carries -0.08; number 5, H, carries 0.35; number 6, H, carries 0.14; number 7, H, carries 0.15; number 8, N, carries 0.06; number 9, O, carries 0.08; number 10, O, carries 0.08; number 11, O, carries -0.03

Computed, not measured: a 2-piece molecular cluster, C5H7NO overall, with wB97M-V/def2-TZVPD.

Geometry as XYZ:
```
14
Properties=species:S:1:pos:R:3:forces:R:3
C 0.438630 0.624322 -1.733124 0.000 -0.033 -0.049
C 0.349327 -0.060494 -0.415886 0.023 -0.182 -0.005
C 0.103282 -1.324334 -0.067823 0.027 0.195 -0.129
C 0.121229 -1.361831 1.425303 0.030 0.123 0.175
N 0.367054 -0.241569 1.996521 0.022 -0.279 -0.163
C 0.574691 0.676180 0.897205 0.158 0.510 0.004
O 0.897526 1.825543 1.017460 -0.160 -0.551 -0.052
H 0.147106 -0.040127 -2.550514 0.057 0.081 0.122
H 1.460882 0.975503 -1.909678 -0.126 -0.026 0.029
H -0.206483 1.509778 -1.747899 0.101 -0.127 0.031
H -0.084250 -2.177712 -0.708926 -0.007 0.131 0.089
H -0.069509 -2.260977 2.008940 0.026 0.128 -0.068
H -2.085657 0.963760 0.525547 -0.076 -0.001 0.079
H -2.013828 0.891958 1.262875 -0.074 0.030 -0.064
```
Positions in Å, forces in eV/Å.

Output
structure (SMILES) = CC1=CC=NC1=O.[H][H]
LUMO level = -0.94 eV
E = -324.649855 Ha
charge = 0

Want to see where the charge sits? The Löwdin charges in e are: number 1, C, carries -0.04; number 2, C, carries -0.24; number 3, C, carries -0.01; number 4, C, carries -0.12; number 5, N, carries 0.11; number 6, C, carries -0.46; number 7, O, carries 0.14; number 8, H, carries 0.08; number 9, H, carries 0.09; number 10, H, carries 0.09; number 11, H, carries 0.11; number 12, H, carries 0.11; number 13, H, carries 0.06; number 14, H, carries 0.06

Number 1 is which compound?
C30H40N3OP2W

The highest E belongs to which entry?
C5H7NO

Which of these has the highest E?
C5H7NO

Which of these has the highest E?
C5H7NO